(1)
C4H6N2 | wB97M-V/def2-TZVPD

## Properties
Electronic energy: -7222.964 eV
LUMO: 0.7 eV
HOMO-LUMO gap: 10.139 eV

Cartesian coordinates (Å):
N -1.2610 1.2752 0.6782
C 1.8431 0.5314 -0.0451
H -1.7496 -1.6209 0.4386
H -2.2282 1.4127 1.0705
H 2.5493 -0.0509 0.4518
H 1.5164 1.3657 0.5005
N 0.2277 -1.4237 -0.5733
C -1.2339 -1.1178 -0.3092
H -1.8961 -1.2424 -1.2200
C 0.5503 -0.2287 -0.2354
H 2.4738 0.7996 -0.8853
C -0.7918 0.2998 0.1286

(2)
C4H6N2 | wB97M-V/def2-TZVPD

## Properties
Structure (SMILES): N1[C@H]2[C@@H]1[C@H]1N[C@@H]21
Electronic energy: -7221.167 eV
LUMO: 1.3 eV
HOMO-LUMO gap: 10.472 eV

Cartesian coordinates (Å):
H -0.3762 1.7323 1.2965
C 1.0752 0.4026 -0.2172
C -0.0014 -0.3786 -1.0604
N -1.0098 -1.2729 -0.2402
H -1.9529 0.6409 -0.6141
H 0.0846 -0.4162 -2.1540
H 0.8615 -0.9070 1.3733
N 1.0278 0.0678 1.1656
H -0.6073 -1.6591 0.6259
C -1.0726 0.1520 -0.2338
H 2.0311 0.7581 -0.6354
C -0.0600 0.8802 0.6938

(3)
C4H6N2 | wB97M-V/def2-TZVPD

## Properties
Structure (SMILES): NC1=NCC=C1
Electronic energy: -7225.027 eV
LUMO: 1.1 eV
HOMO-LUMO gap: 9.940 eV

Cartesian coordinates (Å):
H -1.4462 -1.4004 0.9757
H 2.5484 0.9853 -0.2340
H 0.0754 2.1209 0.1948
N 0.2145 -1.1963 -0.2140
N 2.1378 0.1053 0.0318
H 2.6643 -0.7136 -0.2378
C -0.1810 1.0741 0.0728
C 0.7751 -0.0446 -0.0771
H -1.8320 -1.4894 -0.7427
H -2.3554 1.0160 0.1705
C -1.3981 0.5155 0.0696
C -1.2029 -0.9727 -0.0096

(4)
C4H6N2 | wB97M-V/def2-TZVPD

## Properties
Electronic energy: -7223.155 eV
LUMO: -0.7 eV
HOMO-LUMO gap: 9.569 eV

Cartesian coordinates (Å):
H -2.0923 -1.7025 0.2730
H -2.3758 0.6104 1.4092
C 0.8506 -0.5017 -0.7238
C -1.1690 -1.1863 0.0262
H 2.2543 2.5485 0.2329
H 2.6872 3.1786 0.3996
N -1.4781 1.0334 1.1554
N 0.4851 0.5360 -0.0674
C -0.8145 0.2077 0.4613
H -0.0216 -2.5671 -1.2246
H 1.8130 -0.5365 -1.2360
C -0.1389 -1.6205 -0.7057

(5)
C4H6N2 | wB97M-V/def2-TZVPD

## Properties
Structure (SMILES): CC1=NCN=C1
Electronic energy: -7224.634 eV
LUMO: 0.6 eV
HOMO-LUMO gap: 10.939 eV

Cartesian coordinates (Å):
C -0.3570 -0.1288 0.0451
C 0.3747 1.1309 0.2829
H -2.3487 0.5692 0.4674
N 1.6388 0.9308 0.3289
C 1.7749 -0.4492 -0.0933
C -1.8452 -0.2860 0.0068
H 2.5596 -1.0572 0.3651
H -0.0559 2.1258 0.3449
H 2.1086 -0.1831 -1.1032
H -2.1408 -1.1973 0.5322
H -2.1913 -0.3698 -1.0288
N 0.4821 -1.0854 -0.1481

(6)
C4H6N2 | wB97M-V/def2-TZVPD

## Properties
Structure (SMILES): [H]/N=C(\N)C=C=C
Electronic energy: -7223.438 eV
LUMO: 0.9 eV
HOMO-LUMO gap: 9.981 eV

Cartesian coordinates (Å):
C 1.1646 0.5624 0.6355
N -1.4314 -1.5286 -0.6919
C -0.8574 -0.3206 -0.3251
H -2.3091 0.7884 -0.8364
C 1.9043 1.6015 0.8851
H 1.8522 2.1765 1.8034
H 2.8151 1.5332 0.3385
H -2.2244 -1.4559 -1.3102
C 0.4734 -0.4897 0.2944
N -1.3952 0.8361 -0.3844
H -0.7874 -2.2594 -0.9574
H 0.8410 -1.4842 0.5359

(7)
C4H6N2 | wB97M-V/def2-TZVPD

## Properties
Structure (SMILES): Nc1ccc[nH]1
Electronic energy: -7225.310 eV
LUMO: 1.1 eV
HOMO-LUMO gap: 8.823 eV

Cartesian coordinates (Å):
H 1.7229 2.0697 0.3448
N -0.8856 0.3487 -0.5755
H -0.3545 -2.3750 1.0438
H -1.8126 0.2018 -0.9393
H 1.7307 -0.5325 1.1620
N -0.7668 -1.8909 0.2555
H -0.5658 2.4090 -1.0731
H -0.6204 -2.4601 -0.5743
C 0.9590 1.3280 0.1543
C 0.9603 -0.0310 0.5898
C -0.1975 -0.6060 0.1221
C -0.1873 1.5316 -0.5670

(8)
C4H6N2 | wB97M-V/def2-TZVPD

## Properties
Structure (SMILES): Nc1cc[nH]c1
Electronic energy: -7224.305 eV
LUMO: 1.2 eV
HOMO-LUMO gap: 8.865 eV

Cartesian coordinates (Å):
H -2.3048 -0.4909 1.1276
C -1.4098 -0.4350 0.5255
H 0.1533 -0.2047 2.0021
C -0.1558 -0.1597 0.9765
N -1.4144 -0.4837 -0.8187
H -2.3435 -0.6262 -1.2407
H 2.7656 0.5902 -0.3672
C -0.0408 -0.1354 -1.2770
N 1.9408 0.7160 0.1966
H -0.0437 0.4200 -2.1977
C 0.6960 0.1283 -0.1160
H 2.1571 0.6811 1.1891

(9)
C4H6N2 | wB97M-V/def2-TZVPD

## Properties
Electronic energy: -7218.249 eV
LUMO: 0.1 eV
HOMO-LUMO gap: 6.614 eV

Cartesian coordinates (Å):
H 0.8082 2.5462 1.7852
C 0.5774 1.6636 1.1736
C 0.1222 -0.3572 -0.1511
N 0.0965 -1.8174 -0.8448
H -1.6319 0.3491 -0.8597
N -0.8744 0.4958 -0.2041
H 0.2062 -1.8965 -1.8539
C -0.6025 1.7307 0.5700
H -0.4782 -2.5528 -0.4345
H 2.0857 -1.4382 0.3685
H -1.4450 2.4257 0.4890
C 1.1359 -1.1492 -0.0383

(10)
C4H6N2 | wB97M-V/def2-TZVPD

## Properties
Structure (SMILES): C=NN=C.C#C
Electronic energy: -7219.838 eV
LUMO: 1.1 eV
HOMO-LUMO gap: 9.912 eV

Cartesian coordinates (Å):
N -1.1284 0.2131 -0.8406
H 2.0256 -0.0324 1.6004
C 0.0434 0.6874 -0.8709
H -2.7851 0.4467 1.2521
C 2.5608 -0.2710 0.6953
N -1.8349 -0.6477 -0.1848
C 2.9033 -0.2867 -0.4398
H 0.0876 1.4474 -1.7203
H 0.7070 0.6080 -0.0511
H 3.3555 -0.5488 -1.3792
H -3.2529 -1.1964 1.2131
C -2.6819 -0.4197 0.7258

(11)
C4H6N2 | wB97M-V/def2-TZVPD

## Properties
Structure (SMILES): N#CCN1CC1
Electronic energy: -7223.646 eV
LUMO: 1.0 eV
HOMO-LUMO gap: 10.872 eV

Cartesian coordinates (Å):
H -0.4641 2.3268 0.4831
H -0.9980 -0.2735 -1.7145
C 0.2626 0.3542 1.2757
N 1.6041 -1.9930 -1.1318
C 0.6054 -1.4255 -0.9899
H -1.4305 -1.5631 -0.5876
H 1.1575 -0.2599 1.1704
C -0.7046 -0.7638 -0.7795
C 0.0443 1.3959 0.2387
H -0.0712 0.5127 2.2988
N -0.7950 0.2148 0.2913
H 0.7895 1.4743 -0.5546

(12)
C4H6N2 | wB97M-V/def2-TZVPD

## Properties
Structure (SMILES): [H]/N=C/C=C=CN
Electronic energy: -7222.788 eV
LUMO: 0.7 eV
HOMO-LUMO gap: 8.956 eV

Cartesian coordinates (Å):
H 3.0484 0.4550 -0.3984
C -1.6252 -0.9671 0.1413
H 0.9720 1.3591 -1.4558
H -2.2454 1.1733 0.1917
C -1.4037 0.4922 0.0878
H -2.6724 -1.2870 0.1918
N -0.6412 -1.7757 0.2087
H -0.9744 -2.7358 0.2692
H 2.3150 0.5662 1.1013
C 1.0686 0.9313 -0.4660
N 2.3168 0.8943 0.1462
C -0.1585 0.8943 -0.0179

(13)
C4H6N2 | wB97M-V/def2-TZVPD

## Properties
Structure (SMILES): CN1C[C@H]1C#N
Electronic energy: -7223.129 eV
LUMO: 0.9 eV
HOMO-LUMO gap: 11.095 eV

Cartesian coordinates (Å):
N -0.0606 0.6893 0.2646
H -1.0391 0.1613 2.0078
H 0.0098 -1.3391 -0.0835
C 0.6827 -0.4326 -0.2354
C -1.2458 0.2000 0.9281
H -0.7772 0.1197 -1.7535
C 2.0985 -0.5832 0.0680
H -2.0791 0.8954 0.7324
C 0.0400 0.5553 -1.1738
H 0.5391 1.4045 -1.6485
H -1.3732 -0.9009 0.5621
N 3.2043 -0.7969 0.3381

(14)
C4H6N2 | wB97M-V/def2-TZVPD

## Properties
Electronic energy: -7220.838 eV
LUMO: 1.1 eV
HOMO-LUMO gap: 10.838 eV

Cartesian coordinates (Å):
H 1.2136 0.3976 -1.9106
H 1.3589 -0.1713 1.7095
C 0.3655 0.1180 -1.2828
N 0.6816 -2.4410 -0.6724
H -0.5679 0.2088 -1.8406
C -0.6596 0.3543 0.8778
H 0.7437 -2.1692 0.3583
N 0.3863 0.8661 -0.0087
H -0.9263 1.0668 1.6572
C 0.6048 -1.1888 -0.6049
C 0.6674 -0.3001 0.8483
H -1.5040 -0.1967 0.4657

(15)
C4H6N2 | wB97M-V/def2-TZVPD

## Properties
Electronic energy: -7219.664 eV
LUMO (spin up / spin down): -0.3 / 0.1 eV
HOMO-LUMO gap (spin up / spin down): 7.820 / 7.576 eV

Cartesian coordinates (Å):
N 0.1777 1.5298 0.0368
H -0.1999 -1.2026 0.1849
H -1.5990 2.2334 -0.0095
C 0.8436 -0.8296 -0.0206
H 2.1780 0.9387 0.2518
C 1.1147 0.5555 -0.1922
H 1.3693 0.9275 -1.2321
N -2.7153 -0.6702 -0.1472
C -1.9399 0.2745 -0.1360
C -1.1252 1.3473 0.0725
H 1.7654 -1.5040 0.2179
H -3.2016 -0.9761 0.7340

(16)
C4H6N2 | wB97M-V/def2-TZVPD

## Properties
Electronic energy: -7223.538 eV
LUMO: 0.2 eV
HOMO-LUMO gap: 7.556 eV

Cartesian coordinates (Å):
H -1.5849 -0.6844 -1.8814
C -0.3617 -0.0154 -0.2535
H 1.3423 -0.5626 2.4444
H 2.6317 0.6968 0.4066
N 0.8118 0.5208 -0.6229
C -0.3890 -0.5497 1.0276
C 1.6092 0.3436 0.4451
H -2.0658 0.7894 -1.2732
H -0.5137 0.6348 -1.9525
C 0.9305 -0.3025 1.4778
H -1.1882 -1.0369 1.5752
N -1.2683 0.1622 -1.4027

(17)
C4H6N2 | wB97M-V/def2-TZVPD

## Properties
Structure (SMILES): C1=NC1.C1=NC1
Electronic energy: -7219.800 eV
LUMO: 1.0 eV
HOMO-LUMO gap: 10.285 eV

Cartesian coordinates (Å):
C 2.5731 0.8105 0.1291
H -2.1655 -0.0829 1.5753
H 2.6003 1.5906 0.9583
H -3.2964 -0.3173 -1.0818
C 1.7338 -0.3573 0.3299
N -1.3794 0.5733 -0.4697
N 1.1280 0.5482 -0.3039
H -1.9430 -1.5839 -1.0572
H 1.4288 -1.3442 0.6529
C -1.8971 0.0240 0.5279
C -2.2432 -0.5806 -0.7358
H 3.4606 0.7195 -0.5249

(18)
C4H6N2 | wB97M-V/def2-TZVPD

## Properties
Structure (SMILES): C[C@H]1N[C@H]1C#N
Electronic energy: -7221.928 eV
LUMO: 1.0 eV
HOMO-LUMO gap: 10.981 eV

Cartesian coordinates (Å):
H 0.9664 -0.7113 -1.1187
H 1.6564 0.9360 -1.2549
C -0.9442 -1.4782 0.4345
C -0.8401 -0.0900 0.8449
H -0.0606 1.7482 0.5042
C 1.3380 0.1553 -0.5566
H -1.2742 0.0876 1.8299
N -0.9968 -2.5908 0.1195
N -1.2264 0.9241 -0.1487
H 2.2271 -0.1592 0.0001
H -1.2201 0.5289 -1.0904
C 0.3744 0.6495 0.4363

(19)
C4H6N2 | wB97M-V/def2-TZVPD

## Properties
Structure (SMILES): N#C[C@H]1CCN1
Electronic energy: -7223.789 eV
LUMO: 0.9 eV
HOMO-LUMO gap: 10.714 eV

Cartesian coordinates (Å):
C 0.6648 -0.3356 0.6094
H 0.1839 1.6363 -0.2090
H 1.0237 -0.5682 1.6180
H -0.0841 -1.9894 -0.5055
C 1.7763 0.0353 -0.2867
H -0.7837 1.2356 1.2766
C -1.1689 -0.1523 -0.4286
C -0.3144 0.8532 0.3721
H -2.2301 -0.2136 -0.1680
N 2.4513 0.6431 -1.0054
H -1.0793 -0.0298 -1.5147
N -0.3670 -1.2536 0.1305

(20)
C4H6N2 | wB97M-V/def2-TZVPD

## Properties
Charge: +2
Electronic energy: -7198.027 eV
LUMO (spin up / spin down): -12.7 / -12.7 eV
HOMO-LUMO gap (spin up / spin down): 7.797 / 7.798 eV

Cartesian coordinates (Å):
H -3.0878 0.9796 -0.0477
H 3.7577 0.3522 0.4702
C 2.8609 0.2528 -0.1872
H -1.3426 -1.8573 0.9841
H -1.2764 -1.9055 -0.8157
H 3.1049 0.4219 -1.2426
C -1.0504 -1.3032 0.0821
N 1.8925 -0.0174 0.4665
H -1.6451 2.1618 0.1434
C 0.0176 -0.3685 -0.0113
N -1.2204 0.1477 0.0991
C -2.0109 1.1361 0.0592